14
Properties=species:S:1:pos:R:3:forces:R:3 method="wB97M-V/def2-TZVPD" homo_energy_ev=-10.0951 multiplicity=1 smiles="CC(=O)NC=O.O" total_energy_ev=-10857.538
C 1.68390 0.01372 -1.49981 0.3 -0.2 0.5
C 0.36594 0.49073 -0.94804 -0.3 -0.9 -0.2
O -0.36625 1.25799 -1.51875 0.2 0.4 0.0
N -0.05625 -0.06551 0.26449 0.0 0.6 0.1
C 0.49225 -1.09541 0.98072 0.7 0.7 0.2
O -0.00128 -1.55326 1.97849 -0.2 -0.2 0.0
H 2.38490 -0.08269 -0.67045 0.3 0.3 -0.2
H 2.04495 0.69833 -2.25736 0.0 0.1 0.0
H 1.64719 -0.99540 -1.91418 -0.4 0.1 -0.1
H -0.82262 0.44900 0.70220 -0.3 -0.5 -0.3
H 1.50332 -1.36162 0.64116 -0.1 -0.5 -0.2
O -2.58068 0.75499 1.23008 -1.2 -0.1 0.7
H -2.97983 0.10766 1.83584 0.6 -0.1 -0.2
H -3.31555 1.38147 1.17561 0.4 0.3 -0.4


72
Properties=species:S:1:pos:R:3:forces:R:3 method="wB97M-V/def2-TZVPD" homo_energy_ev="-16.0028 / -16.0030" charge=+3 multiplicity=1 total_energy_ev=-61633.427
Tl -0.48157 0.10830 -1.58223 -0.2 -1.1 -0.4
P 0.98122 -1.07771 2.11582 0.9 -2.2 1.9
P -2.54518 -0.78018 0.61882 -0.8 0.6 0.7
P 2.11975 1.23992 -0.14822 1.5 1.5 0.7
H -4.71558 6.10299 -1.29727 0.4 0.1 -0.7
C -3.88992 6.16713 -2.02763 -0.5 0.0 0.3
C -3.81457 5.40863 -3.13042 -0.1 -0.3 -0.2
H -4.62605 4.73199 -3.43927 0.6 0.2 0.3
C 1.27590 -0.60116 3.87568 -0.5 1.4 0.0
C -0.03590 -2.57441 2.38078 -1.0 0.1 -0.8
C 2.57839 -1.90475 1.77596 0.3 0.5 -0.7
C -3.85362 0.14204 -0.27387 0.0 0.1 -0.4
C -3.23860 -2.45105 0.54963 0.3 -0.7 -0.2
C -3.00118 -0.32190 2.35926 0.5 0.0 0.0
C 2.03614 2.62169 -1.37584 -0.3 -0.1 -0.3
C 3.76309 0.51358 -0.60866 -0.1 -0.7 -0.3
C 2.68073 2.19815 1.33746 -0.6 -0.3 -0.1
H -3.16189 6.95448 -1.84874 0.1 -0.2 0.2
H -2.95291 5.49996 -3.80175 -0.7 0.3 0.0
H 1.85811 -1.37649 4.39443 -0.2 0.0 -0.4
H 0.32283 -0.45296 4.40840 0.3 0.0 -0.2
H 1.83950 0.34390 3.90965 -0.2 -0.3 0.2
H 0.35094 -3.14029 3.23482 0.2 0.3 0.0
H 0.01217 -3.19447 1.47386 -0.1 0.2 0.4
H -1.08771 -2.31248 2.56804 0.4 -0.2 0.1
H 3.08767 -2.08296 2.73102 -0.1 0.2 -0.2
H 3.20176 -1.28286 1.12049 0.0 -0.5 0.3
H 2.37137 -2.85482 1.28610 0.1 0.2 0.0
H -4.77188 -0.46932 -0.29425 0.3 0.4 0.0
H -3.50686 0.35494 -1.29751 -0.5 -0.2 0.4
H -4.03872 1.10393 0.22425 -0.1 -0.3 -0.2
H -3.95550 -2.60314 1.36814 0.2 0.1 -0.3
H -2.44221 -3.19300 0.62629 -0.2 -0.1 0.0
H -3.75297 -2.58874 -0.40518 0.1 -0.1 0.1
H -3.94233 -0.82742 2.64173 0.4 0.3 -0.1
H -3.13531 0.76720 2.41843 0.1 -0.3 0.1
H -2.19810 -0.62179 3.05440 -0.5 0.2 -0.1
H 3.07538 2.88898 -1.66902 -0.8 0.0 0.2
H 1.51851 3.49474 -0.93293 0.3 -0.5 -0.2
H 1.47455 2.28933 -2.27102 0.4 0.3 0.2
H 4.35840 1.24388 -1.19019 -0.4 -0.3 0.3
H 3.59836 -0.38035 -1.22526 0.3 0.2 0.1
H 4.33932 0.23374 0.28897 -0.3 0.1 -0.4
H 3.45753 2.93664 1.07254 -0.3 -0.4 0.0
H 3.07918 1.49202 2.08129 -0.1 0.3 -0.1
H 1.79940 2.71051 1.73944 0.3 0.0 0.2
C -1.91928 3.11028 -1.70030 -1.6 -3.8 -2.1
C -1.84506 3.33399 -0.26802 -0.4 0.3 0.7
C -1.34611 4.53814 0.18537 -0.7 -1.2 1.3
C -0.73435 5.44243 -0.67485 0.6 -0.1 -0.7
C -0.68286 5.17496 -2.05636 0.1 0.3 -0.3
C -1.33384 4.08945 -2.59840 -0.4 1.2 -0.5
O -2.42700 2.03836 -2.22185 1.9 3.6 1.9
H -0.32241 1.33820 -0.01092 0.5 0.4 0.2
H -2.32958 2.60225 0.38646 0.2 0.4 -0.2
H -1.44366 4.76058 1.25043 0.2 0.0 -0.3
H -0.27713 6.34339 -0.25722 -0.2 -0.2 -0.3
H -0.21039 5.90396 -2.69155 0.1 0.1 -0.2
H -1.55289 3.95477 -3.67066 0.7 -0.1 0.6
N 0.83555 -2.57899 -0.84647 0.7 -1.9 0.2
C 1.26357 -3.67259 -0.78957 -1.4 2.9 -0.2
C 1.81583 -4.95942 -0.82687 1.0 -2.2 -0.2
C 2.35598 -5.36208 -2.07004 0.6 -0.9 -0.4
C 3.01122 -6.60809 -2.19939 -0.1 0.1 0.4
C 3.13849 -7.46515 -1.09439 -0.2 0.4 -0.1
C 2.56794 -7.09545 0.12781 -0.4 0.7 0.1
C 1.90532 -5.86433 0.27622 0.2 0.1 -0.6
H 2.28907 -4.73518 -2.96782 -0.1 -0.1 0.6
H 3.44326 -6.95405 -3.14754 -0.3 0.5 0.3
H 3.68129 -8.41844 -1.17603 -0.4 0.5 0.0
H 2.63459 -7.77263 0.97646 0.0 0.2 -0.1
H 1.45079 -5.60081 1.22905 0.1 -0.1 -0.1


49
Properties=species:S:1:pos:R:3:forces:R:3 method="wB97M-V/def2-TZVPD" homo_energy_ev="-8.4777 / -8.8424" multiplicity=3 s2=2.03 total_energy_ev=-88480.649
Mo -0.67898 0.47938 -0.22583 0.2 -0.9 -0.7
I -0.31068 0.59266 2.72346 -0.1 -0.5 -0.2
C -0.79859 -1.44977 2.81878 -0.3 0.6 1.8
C -1.07631 -1.92806 4.08652 0.4 -0.8 -0.7
C -1.36686 -3.30398 4.19255 -0.1 -1.1 0.0
C -1.41076 -4.10625 3.07740 0.2 1.1 -1.1
C -1.23600 -3.61293 1.74246 0.7 2.3 2.2
C -1.27277 -4.40285 0.60035 -0.7 -1.5 0.1
C -1.05453 -3.81600 -0.59165 0.4 0.7 -1.6
C -0.80863 -2.41994 -0.70816 0.6 -0.2 -0.5
C -0.68766 -1.59030 0.38150 -0.3 0.6 -0.6
C -0.89943 -2.17498 1.63277 -0.4 -2.0 0.4
H -0.97361 -1.33335 4.97984 -0.1 0.2 -0.1
H -1.53058 -3.85405 5.13717 0.2 0.9 -0.3
H -1.54490 -5.15011 3.16690 -0.3 -1.0 0.3
H -1.55838 -5.48416 0.65954 0.5 1.1 0.1
H -1.00686 -4.38544 -1.52096 -0.3 0.0 0.3
H -0.62240 -1.99813 -1.69907 -0.2 -0.4 0.2
O -4.34503 2.01737 1.26548 0.5 0.3 0.4
P -3.60816 1.91180 -0.15747 1.1 -0.9 1.2
O -4.55715 1.77343 -1.23152 -0.6 0.4 -1.1
O -2.62618 0.71758 0.09846 -0.4 0.9 -0.2
O -2.68395 3.25464 -0.17756 0.0 -0.4 -0.6
P -1.25654 3.58038 0.53259 -0.5 1.0 -0.2
O -1.74159 3.41812 2.05619 0.5 -0.1 0.1
O -0.69436 4.91573 0.21288 -0.6 -1.9 0.3
O -0.31677 2.35813 0.17331 -0.5 1.5 0.7
H -5.29581 2.10921 1.18791 -0.2 0.1 -0.2
H -2.69385 3.25716 2.20702 0.5 0.0 -0.4
N 6.89713 0.29426 -0.30647 0.5 0.1 0.0
C 5.75498 0.32407 -0.36181 -0.4 -0.3 0.1
C 4.32173 0.29598 -0.42863 -0.3 1.4 -0.9
C 3.60273 1.48008 -0.66037 1.0 1.0 0.3
C 2.22047 1.45196 -0.70118 -0.2 -1.7 0.1
N 1.51787 0.29255 -0.53968 1.4 -0.6 0.3
C 2.23748 -0.88471 -0.45332 -0.9 3.5 -0.2
C 3.60338 -0.86352 -0.43944 -0.2 -2.6 0.4
H 4.17428 2.44246 -0.75199 -0.9 -1.0 0.1
H 1.58871 2.29766 -0.86600 0.1 0.6 0.1
H 1.68585 -1.77652 -0.37650 -0.6 -0.9 0.0
H 3.97988 -1.89094 -0.39522 0.7 0.7 0.1
C 1.33612 3.11804 -4.18916 0.1 0.3 1.7
O 0.26466 2.41771 -3.42768 1.9 0.0 -0.5
C 0.36975 1.08824 -3.32266 -0.6 1.3 0.3
S 1.50923 0.10368 -3.85885 0.9 -0.7 -0.5
S -1.07762 0.57532 -2.51702 -1.3 -0.5 0.7
H 0.85962 3.28449 -5.13037 0.1 0.5 -0.7
H 2.26070 2.50663 -4.29392 -0.9 0.4 0.2
H 1.55037 4.06727 -3.60057 -0.4 -1.2 -0.9


40
Properties=species:S:1:pos:R:3:forces:R:3 method="wB97M-V/def2-TZVPD" homo_energy_ev=-8.4986 multiplicity=1 smiles="CC[C@H](C(=O)OC)c1ccc(Oc2ccc(C(C)=O)o2)cc1" total_energy_ev=-28157.224
C -0.13371 -0.24712 5.36687 0.6 0.1 0.3
C 0.46236 0.17702 4.02904 0.1 -1.0 0.4
C -0.46722 -0.14989 2.85746 0.7 1.0 0.3
C -0.75831 -1.62204 2.60549 -1.1 0.0 -1.4
O -1.75354 -1.90866 1.95345 1.4 -0.4 1.1
O 0.19012 -2.50049 3.01330 -0.3 0.3 -0.3
C -0.02085 -3.86580 2.60086 -0.6 -0.6 0.4
C 0.13340 0.48501 1.60422 -0.1 -0.2 -0.6
C 1.36271 0.02700 1.09533 -0.6 0.8 -0.6
C 1.87183 0.60578 -0.07862 0.4 0.2 -0.2
C 1.17784 1.60347 -0.79384 -0.4 -1.1 2.5
O 1.75433 2.12152 -1.92899 -1.8 -0.9 -0.3
C 1.04554 1.86774 -3.07298 1.3 1.0 -1.0
C 1.50420 2.37950 -4.23374 0.5 0.2 -1.3
C 0.68898 1.83565 -5.27005 -0.2 -0.1 0.5
C -0.25528 1.07042 -4.62490 0.6 0.6 -2.1
C -1.31627 0.29246 -5.28857 -1.6 -0.2 -0.1
C -2.02460 -0.77709 -4.50034 0.6 -0.3 1.1
O -1.70712 0.51142 -6.43169 1.2 0.2 0.8
O -0.03407 1.08989 -3.27499 0.2 -0.3 1.5
C -0.03931 2.05461 -0.26447 0.6 -0.2 -0.2
C -0.53178 1.52216 0.92603 0.6 -0.6 -0.3
H -0.10346 -1.32989 5.44080 -0.1 -0.2 0.2
H 0.44881 0.18537 6.20394 -0.3 -0.3 -0.4
H -1.16147 0.08937 5.46751 -0.2 0.1 0.0
H 0.65139 1.24876 4.10179 0.2 -0.1 -0.5
H 1.38854 -0.40763 3.84080 -0.2 0.8 0.3
H -1.42655 0.33462 3.05325 -0.1 -0.2 -0.2
H -0.13621 -3.95157 1.51844 -0.1 0.2 0.1
H -0.93721 -4.24710 3.10266 0.6 0.2 -0.5
H 0.83668 -4.49010 2.90802 -0.3 0.7 0.1
H 1.89700 -0.78331 1.59429 -0.1 0.3 -0.2
H 2.86415 0.31311 -0.44894 -0.5 0.0 0.1
H 2.39043 3.00270 -4.34511 -0.4 -0.2 0.1
H 0.81145 1.93854 -6.35425 -0.3 0.0 0.7
H -2.18359 -0.46375 -3.45520 0.2 -0.1 -0.3
H -1.40551 -1.69659 -4.48026 -0.3 0.4 0.0
H -2.98677 -1.01373 -4.92135 -0.2 0.0 -0.4
H -0.61698 2.80191 -0.78879 0.0 0.1 0.0
H -1.47994 1.89670 1.27354 -0.2 -0.1 0.2


34
Properties=species:S:1:pos:R:3:forces:R:3 method="wB97M-V/def2-TZVPD" homo_energy_ev=-10.2921 multiplicity=1 total_energy_ev=-37234.687
Ar -15.87284 -5.20716 9.82791 -0.2 0.1 0.1
O -17.34650 -7.85401 11.91325 0.0 -0.6 -0.1
H -17.24883 -7.06393 12.44471 0.0 0.8 0.0
H -16.61949 -8.41556 12.18222 0.2 -0.3 0.1
O -19.50089 -3.51156 9.38740 0.2 0.6 0.2
H -19.40871 -4.43587 9.15634 0.0 -0.8 0.0
H -20.35826 -3.26231 9.04239 -0.2 0.1 0.0
O -14.94357 -4.98460 6.19657 -0.5 0.2 -0.5
H -14.78513 -5.27929 7.09339 0.5 -0.4 0.4
H -14.51125 -4.13220 6.14413 0.1 0.2 -0.1
O -13.54805 -6.56896 8.07325 0.9 1.0 0.2
H -13.89663 -6.48954 8.96118 0.0 -0.3 0.2
H -14.10466 -7.22568 7.65476 -0.5 -0.5 -0.1
O -15.75180 -7.95794 7.39869 0.6 -0.1 -0.9
H -16.38226 -8.05408 8.11249 -0.4 -0.2 0.6
H -16.19628 -7.40140 6.75923 0.0 0.2 -0.3
O -19.58403 -6.31363 8.75477 -0.5 0.6 0.0
H -18.80818 -6.81375 9.00809 0.5 -0.6 0.1
H -19.45561 -6.12604 7.82497 0.0 -0.1 -0.4
O -18.12744 -2.86781 12.02308 0.1 0.5 0.2
H -18.55560 -3.17441 11.22377 -0.3 0.0 -0.5
H -17.82100 -3.66644 12.45265 -0.1 -0.1 0.0
O -17.57856 -8.20813 9.26453 -0.3 -0.1 -0.6
H -18.04546 -9.03651 9.37412 -0.2 -0.2 -0.1
H -17.28050 -7.98225 10.14565 0.1 0.3 1.0
O -13.61133 -7.98194 10.68257 -0.4 0.0 0.0
H -12.76466 -7.54496 10.77430 0.3 0.2 -0.1
H -13.72700 -8.45634 11.50586 0.0 -0.1 0.2
O -17.27830 -5.23239 13.09876 0.1 -0.7 0.0
H -16.39781 -5.02780 13.41355 0.4 0.2 0.0
H -17.74134 -5.55321 13.87266 -0.4 0.1 0.4
O -12.13298 -4.18649 10.10302 0.0 -0.2 0.2
H -12.32975 -4.22202 9.16693 -0.1 -0.2 -0.3
H -11.95780 -3.26159 10.27649 0.0 0.2 0.1


14
Properties=species:S:1:pos:R:3:forces:R:3 method="wB97M-V/def2-TZVPD" homo_energy_ev=-9.1197 multiplicity=1 total_energy_ev=-8832.339
C 2.45915 -0.02280 0.75052 0.1 -0.1 0.0
N 1.35765 0.86793 0.41437 -0.6 -0.2 0.0
C 0.31084 0.39120 -0.07560 0.1 0.2 0.5
O 0.05220 -0.91769 -0.52500 0.2 -0.1 -0.3
C -1.24622 -0.52636 -0.98546 -0.4 -0.4 -0.3
C -2.08939 -0.22915 0.14114 0.0 -0.7 0.2
C -1.03704 0.87756 -0.47025 -0.4 -0.5 1.3
H 3.33150 0.20816 0.12962 -0.1 0.0 0.1
H 2.73988 0.17240 1.79314 0.0 -0.1 -0.2
H 2.21911 -1.08833 0.64115 0.0 0.2 0.0
H -1.56916 -0.90559 -1.94149 0.1 0.1 -0.2
H -1.91308 -0.61671 1.12975 0.1 -0.3 0.0
H -3.11609 0.06738 -0.09969 0.4 0.0 0.2
H -1.70597 1.56899 0.00015 0.4 1.8 -1.3